(1)
C50H48N8O2Rh as an isolated structure. Source: the OMol25 dataset; level of theory: ωB97M-V/def2-TZVPD.

The multiplicity is 5. The value obtained for the gap between HOMO and LUMO (spin up / spin down) is 0.1533 / 0.1624 Ha. Its total charge is +1.

Last column: Mulliken charge in e.
CARTESIAN COORDINATES (ANGSTROEM)
Rh  -1.0709  0.1432  0.4809  -0.302
O  -4.6945  -1.2925  1.5228  -0.707
C  -3.7328  -0.8386  0.8958  -0.112
N  -2.7527  -0.1024  1.4728  1.342
C  -2.8689  0.2071  2.8709  -1.583
C  -1.5541  0.5774  3.4684  0.504
C  -1.5233  1.0345  4.8190  -1.132
C  -0.2780  1.2469  5.3990  -0.426
C  0.8904  0.9821  4.6407  -1.016
C  0.7429  0.5286  3.3371  -0.498
N  -0.4525  0.3816  2.7128  0.812
C  -3.5332  -1.0272  -0.5615  0.995
C  -4.6097  -1.4649  -1.3532  -1.021
C  -4.4384  -1.4992  -2.7297  -0.466
C  -3.1814  -1.1386  -3.2754  -0.934
C  -2.1638  -0.7238  -2.4082  -0.520
N  -2.3218  -0.6525  -1.0555  0.718
H  -3.3329  -0.6592  3.4007  0.505
H  -3.5777  1.0486  3.0055  0.370
H  -2.4545  1.2040  5.3631  0.500
H  -0.2026  1.6065  6.4262  0.430
H  1.8797  1.1162  5.0661  0.453
H  1.6230  0.2773  2.7331  0.618
H  -5.5528  -1.7021  -0.8559  0.578
H  -5.2604  -1.8188  -3.3778  0.444
H  -3.0188  -1.1709  -4.3577  0.448
H  -1.1820  -0.4545  -2.7878  0.457
C  8.0529  -9.9628  -1.3002  -0.790
O  8.2168  -8.5880  -1.7857  -0.438
C  7.2217  -7.6885  -1.5101  0.794
C  6.0243  -7.9966  -0.8132  -0.466
C  5.1123  -6.9853  -0.6146  -0.760
C  5.3604  -5.6766  -1.0887  0.453
C  6.5489  -5.3732  -1.7776  -0.490
C  7.4679  -6.3751  -1.9980  -0.687
C  4.3234  -4.6956  -0.8277  0.167
N  3.1995  -4.9843  -0.1414  -0.840
C  2.4862  -3.8249  -0.1415  0.430
C  3.1409  -2.7859  -0.8397  0.034
N  4.3362  -3.3788  -1.2730  -0.117
C  2.6175  -1.4898  -1.0123  0.907
C  3.2357  -0.4655  -1.7377  -1.224
C  2.5459  0.7373  -1.8933  -1.027
C  1.2597  0.8866  -1.3427  -1.051
N  0.7008  -0.0738  -0.5583  0.872
C  1.3340  -1.2494  -0.4152  0.257
C  0.6517  -2.2942  0.3353  -0.105
N  -0.5219  -1.9255  0.8649  0.691
C  -1.1950  -2.9113  1.5379  -0.622
C  -0.7064  -4.2263  1.6985  -1.084
C  0.5224  -4.5926  1.1553  -0.796
C  1.2307  -3.6060  0.4710  0.742
H  8.9762  -10.4706  -1.6025  0.244
H  7.1864  -10.4705  -1.7757  0.321
H  7.9667  -9.9999  -0.1957  0.324
H  5.8223  -9.0135  -0.4428  0.361
H  4.1647  -7.1306  -0.0805  0.446
H  6.7297  -4.3603  -2.1393  0.267
H  8.3907  -6.2008  -2.5489  0.418
H  5.0665  -2.9508  -1.8192  0.231
H  4.2348  -0.5927  -2.1572  0.352
H  3.0175  1.5543  -2.4335  0.482
H  0.6876  1.8083  -1.4425  0.487
H  -2.1633  -2.6402  1.9595  0.412
H  -1.2906  -4.9588  2.2490  0.438
H  0.9286  -5.5973  1.2772  0.556
C  0.8829  7.0716  0.0858  -1.620
C  0.8322  5.5928  0.3594  -0.290
C  1.9914  4.9240  0.7939  -0.832
C  1.9463  3.5510  1.0625  -0.241
C  3.1579  2.7962  1.5347  -1.250
C  0.7501  2.8922  0.9075  0.971
C  -0.4505  3.4803  0.3884  0.652
C  -0.3543  4.9076  0.1652  -0.497
N  -1.4663  2.6424  0.1618  1.163
C  -2.8062  3.2465  -0.3122  -0.012
C  -3.7890  2.1051  -0.4420  -0.272
C  -5.1734  2.5308  -0.9242  0.153
C  -5.0153  3.1846  -2.3101  -1.280
C  -4.0124  4.3668  -2.2007  0.010
C  -4.5769  5.3999  -1.1935  -1.069
C  -4.7530  4.7505  0.2096  0.014
C  -5.7499  3.5595  0.0739  -1.283
C  -3.3940  4.2379  0.7219  -0.811
C  -2.6422  3.8619  -1.7226  -1.081
H  1.8873  7.4503  0.3229  0.408
H  0.1525  7.6273  0.7106  0.327
H  0.6634  7.3036  -0.9715  0.323
H  2.9341  5.4803  0.9059  0.298
H  4.0362  3.4667  1.5042  0.434
H  3.3694  1.9110  0.8985  0.158
H  3.0423  2.4442  2.5755  0.193
H  0.7138  1.8249  1.1329  -0.050
H  -1.2279  5.4886  -0.1633  0.642
H  -3.9065  1.6077  0.5373  -0.077
H  -3.3618  1.3864  -1.1545  -0.615
H  -5.8205  1.6372  -1.0074  0.407
H  -6.0001  3.5484  -2.6718  0.543
H  -4.6277  2.4473  -3.0488  0.351
H  -3.8818  4.8499  -3.1763  0.352
H  -5.5635  5.7811  -1.5439  0.564
H  -3.9095  6.2934  -1.1358  0.461
H  -5.1351  5.4951  0.9218  0.348
H  -6.7550  3.9115  -0.2581  0.521
H  -5.8978  3.1116  1.0848  0.398
H  -3.5087  3.7286  1.7090  0.172
H  -2.6995  5.0829  0.8747  0.725
H  -1.9019  4.6879  -1.7086  0.678
H  -2.2419  3.0733  -2.3895  0.371

Cartesian forces, eV/Å:
Rh -1.14 0.05 1.47
O 0.82 0.48 -0.93
C -1.13 -0.68 1.15
N 1.63 0.35 -0.42
C -0.88 -0.08 0.22
C 0.35 0.07 0.78
C 0.77 -0.35 -0.97
C 0.24 -0.04 -0.49
C -0.97 -0.18 0.03
C 0.15 0.20 -0.27
N -0.16 0.49 1.24
C 0.02 -0.11 -1.06
C 0.68 0.41 0.35
C 0.70 0.03 -0.39
C -0.59 -0.07 0.68
C -0.21 -0.25 0.62
N -1.51 -0.51 -1.81
H 0.38 0.55 -0.17
H 0.14 -0.28 -0.05
H 0.31 -0.11 -0.21
H 0.02 -0.10 -0.30
H -0.16 -0.09 -0.08
H -0.34 0.20 0.17
H 0.38 -0.01 -0.18
H 0.37 0.17 0.20
H 0.04 0.05 0.53
H -0.11 0.05 0.12
C 0.08 0.58 -0.25
O -0.80 -0.80 0.66
C 0.03 0.12 -0.14
C 0.96 -0.38 -0.37
C -0.25 1.00 -0.08
C 0.20 -0.55 0.11
C -0.62 -0.28 0.30
C 0.03 -0.90 0.24
C -1.39 0.61 0.40
N 1.38 0.77 -0.89
C 0.94 1.09 -0.85
C 0.33 -2.17 0.69
N -0.86 -0.56 0.65
C -0.48 0.81 -0.08
C 0.33 -0.59 0.28
C -1.61 0.79 0.45
C 1.69 0.43 -0.49
N -1.15 1.32 -0.52
C 1.00 -2.89 0.67
C 2.07 0.92 -1.47
N -1.15 -2.53 1.40
C 0.56 0.16 -0.35
C -0.46 0.73 -0.04
C 0.06 0.71 -0.04
C -0.98 0.00 0.34
H -0.32 0.18 0.09
H 0.44 0.45 0.27
H -0.02 0.16 -0.59
H 0.17 0.66 -0.25
H 0.55 -0.14 -0.28
H 0.08 -0.30 0.04
H -0.20 -0.04 0.18
H -0.14 -0.05 0.08
H -0.33 0.00 0.08
H -0.37 -0.07 0.00
H 0.23 -0.26 -0.14
H 0.26 -0.04 -0.06
H -0.03 0.29 -0.08
H -0.07 0.33 -0.12
C -0.01 0.52 0.10
C -0.22 -0.03 -0.07
C 0.00 -0.06 -0.14
C -0.06 0.08 0.21
C 0.61 -0.03 0.04
C -0.15 -0.57 -0.18
C 0.86 0.41 0.39
C -0.43 0.01 -0.04
N -1.23 0.69 -0.36
C 1.09 -0.31 0.44
C -0.27 -0.86 0.19
C -0.03 0.42 -0.17
C 0.07 0.18 -0.29
C -0.46 0.01 0.12
C -0.01 0.40 0.14
C -0.24 -0.20 -0.56
C -0.22 0.19 0.40
C 0.39 0.12 0.12
C 0.28 0.21 0.26
H -0.36 0.04 -0.14
H 0.40 -0.33 -0.35
H 0.10 -0.13 0.44
H -0.50 -0.27 -0.03
H -0.30 -0.45 0.05
H -0.17 0.50 0.29
H 0.00 0.16 -0.40
H 0.06 0.45 -0.13
H 0.74 -0.38 0.18
H 0.14 0.29 -0.46
H -0.22 0.20 0.23
H 0.20 0.38 0.14
H 0.54 -0.16 0.11
H -0.27 0.32 0.40
H -0.11 -0.11 0.10
H 0.59 -0.30 0.16
H -0.32 -0.59 0.02
H -0.01 -0.19 -0.20
H 0.70 -0.13 0.14
H 0.10 0.09 -0.64
H 0.07 0.23 -0.64
H -0.54 -0.35 0.08
H -0.55 -0.52 -0.21
H -0.20 0.33 0.17

(2)
C50H49BrCl3N7O6SSc as an isolated structure. Source: the OMol25 dataset; level of theory: ωB97M-V/def2-TZVPD.

The value obtained for the gap between HOMO and LUMO is 0.2878 Ha. Its total charge is +1. The value obtained for the energy relative to the best compared isomer or geometry (same formula, charge and spin) is 0.0 kcal/mol.

Last column: Mulliken charge in e.
CARTESIAN COORDINATES (ANGSTROEM)
Sc  13.1510  10.6159  19.4849  0.053
O  13.5686  6.9346  17.3535  -0.879
C  14.8856  6.9473  17.0538  0.910
C  15.3157  6.1043  16.0031  -0.578
C  16.6346  6.0957  15.6680  -0.262
C  17.5691  6.8913  16.3276  -1.013
C  17.1335  7.7064  17.3616  -0.666
C  15.7671  7.7442  17.7594  -0.228
C  15.3815  8.6813  18.8734  0.536
O  14.0325  8.9995  18.9408  -0.143
N  15.7711  8.0822  20.1654  -0.145
N  15.1312  8.6006  21.2528  0.028
C  15.1789  7.9429  22.3488  -0.829
C  14.4811  8.4602  23.5303  0.340
Br  12.6929  9.1153  23.2206  -0.165
C  14.8712  8.3624  24.7909  -0.867
C  16.2023  7.8530  25.1933  0.585
C  16.2918  6.9988  26.2720  -0.475
C  17.5137  6.5385  26.6899  -0.389
C  18.6733  6.9032  26.0181  -0.610
C  18.5508  7.7054  24.8893  -0.479
C  17.3554  8.2335  24.5027  -0.493
H  13.4231  7.6054  18.0367  0.286
H  14.5778  5.5012  15.4856  0.512
H  16.9396  5.4719  14.8164  0.375
H  18.5902  6.9179  16.0350  0.497
H  17.8616  8.3082  17.8775  0.534
H  15.9956  9.6183  18.7977  -0.007
H  15.7666  7.0583  20.1623  0.419
H  15.6905  6.9945  22.4575  0.578
H  14.1906  8.7009  25.5386  0.507
H  15.3667  6.6865  26.7752  0.385
H  17.5834  5.8937  27.5542  0.376
H  19.6543  6.5714  26.3201  0.406
H  19.4292  7.9835  24.3413  0.383
H  17.3184  8.9440  23.6866  0.518
N  10.9311  9.7729  19.9586  0.107
C  10.0886  9.0972  20.3426  -0.143
C  9.0522  8.2327  20.8668  0.493
C  8.3622  7.3099  20.0592  -0.505
C  7.4888  6.4405  20.6860  -0.519
C  7.3027  6.4348  22.0796  -0.433
C  7.9594  7.3934  22.8541  -0.693
C  8.8417  8.2722  22.2400  -0.328
H  8.4739  7.2994  18.9858  0.493
H  6.9203  5.7383  20.0961  0.395
H  6.6037  5.7341  22.5038  0.412
H  7.8253  7.4339  23.9309  0.395
H  9.3621  9.0294  22.8109  0.455
Cl  7.3956  8.3710  11.7628  -0.203
C  9.0853  8.7564  11.9025  0.326
C  9.5195  10.0727  11.9105  -0.858
C  10.8563  10.3510  12.2280  -0.170
C  11.7788  9.3470  12.4759  -0.938
C  13.2021  9.6514  12.8999  0.009
C  13.4807  9.3065  14.3834  -0.817
N  12.7069  10.0449  15.3768  0.883
C  11.3449  10.1380  15.4980  -0.220
C  11.0938  10.6775  16.7254  -1.803
N  12.2953  10.9156  17.3838  0.804
C  13.2148  10.5314  16.5128  -0.920
O  13.3763  11.0239  12.6154  -0.448
C  14.6516  11.5865  12.9149  0.228
C  15.7706  10.8671  12.1963  0.022
C  16.8802  10.2775  12.7491  0.728
Cl  17.2817  10.1668  14.4028  -0.133
S  17.9028  9.6197  11.5545  -0.187
C  16.8804  10.1276  10.2916  -0.391
C  15.7658  10.7574  10.7725  -0.854
C  11.3354  8.0270  12.3302  0.969
Cl  12.4543  6.7051  12.5269  -0.184
C  9.9898  7.7179  12.0741  -0.842
H  8.8416  10.8619  11.7141  0.483
H  11.1952  11.3564  12.2647  0.477
H  13.8660  9.0442  12.2728  0.732
H  14.5380  9.4285  14.6068  0.165
H  13.2706  8.2451  14.5355  0.281
H  10.7035  9.8052  14.6912  0.472
H  10.1443  10.8724  17.1868  0.568
H  14.2693  10.5565  16.7252  0.960
H  14.7901  11.5971  13.9798  -0.497
H  14.5897  12.6339  12.5908  0.509
H  17.1364  9.9051  9.2752  0.449
H  14.9648  11.1452  10.1614  0.437
H  9.6174  6.7125  12.0562  0.479
O  7.7816  14.5303  18.4735  -0.525
C  8.2497  15.3531  19.5153  -0.442
N  9.3177  14.5865  20.1106  0.050
C  10.0355  14.9719  21.1867  0.282
O  9.8251  15.9897  21.8183  -0.668
C  11.1478  14.0365  21.5701  0.365
C  11.9698  14.4405  22.5847  -0.460
C  13.0461  13.6764  22.9719  -1.059
C  13.2425  12.4745  22.3183  -0.579
N  12.4344  12.0400  21.3414  0.590
C  11.3982  12.7956  20.9829  -0.349
H  7.4229  15.1293  17.8038  0.331
H  7.4406  15.5633  20.2402  0.304
H  8.6214  16.3162  19.1302  0.341
H  9.6528  13.8200  19.5466  0.056
H  11.7228  15.3812  23.0590  0.520
H  13.6921  14.0132  23.7435  0.537
H  14.0806  11.8336  22.5574  0.547
H  10.8261  12.4315  20.1102  0.308
C  15.7510  13.1031  17.5524  -1.332
C  14.7674  13.3220  18.7058  1.462
C  13.5944  14.2281  18.1902  -1.339
C  15.4483  13.9557  19.9216  -1.498
O  14.2231  12.0471  19.0835  0.185
H  16.0597  14.0900  17.1830  0.519
H  15.2549  12.5432  16.7462  0.035
H  16.6323  12.5475  17.8734  0.332
H  14.0549  15.1782  17.8506  0.458
H  12.8979  14.4716  19.0015  0.228
H  13.0707  13.7585  17.3649  0.220
H  15.9436  14.8409  19.5695  0.495
H  16.1611  13.2753  20.4264  0.252
H  14.6508  14.2399  20.6600  0.189

Cartesian forces, eV/Å:
Sc -0.87 0.45 0.27
O -0.40 -0.36 -0.33
C -0.36 -0.48 -0.23
C -0.71 0.65 0.80
C 0.75 -0.50 -1.11
C -0.91 0.41 0.65
C -0.71 -0.44 -0.16
C 1.66 0.21 -0.58
C 0.35 0.52 1.07
O -0.07 -0.19 -0.61
N 0.13 -0.77 0.27
N 0.25 -0.13 0.03
C -0.40 0.82 -0.49
C -0.51 -0.22 -0.22
Br 0.25 0.03 -0.11
C 0.66 -0.04 -0.25
C -0.55 0.67 -0.63
C -0.91 -0.19 0.34
C 0.89 -0.36 0.49
C -0.47 0.01 -0.46
C 1.07 0.02 0.44
C -0.85 -0.06 -0.03
H -0.11 0.33 0.26
H 0.06 0.05 0.07
H 0.02 0.24 0.47
H 0.65 -0.12 -0.20
H 0.05 0.28 0.21
H -0.49 -0.53 -0.13
H 0.09 0.35 -0.18
H 0.22 -0.20 -0.03
H -0.30 0.00 0.63
H 0.49 0.16 -0.12
H -0.04 -0.06 0.06
H -0.02 -0.15 0.15
H 0.40 0.08 -0.15
H -0.14 -0.07 -0.02
N 0.49 0.18 -0.14
C -0.74 -0.49 0.06
C 0.28 -0.19 -0.35
C 0.05 0.37 0.55
C -0.18 -0.21 0.41
C 0.38 0.88 -0.66
C 0.01 -0.42 -0.14
C -0.10 0.21 0.22
H 0.14 -0.02 -0.04
H 0.03 -0.08 -0.13
H -0.01 -0.09 0.20
H -0.04 0.01 -0.18
H 0.04 -0.10 0.16
Cl 0.20 0.13 -0.16
C 0.25 -0.02 0.16
C 0.98 -0.50 0.40
C -0.80 -0.60 -0.46
C -0.15 -0.80 -0.08
C -0.36 0.53 0.07
C -0.10 -0.57 -0.44
N 0.14 0.35 0.16
C -0.64 -0.13 -0.15
C 0.26 -0.25 0.00
N -0.56 -0.42 -0.74
C 0.64 0.09 0.42
O 0.16 0.25 0.01
C 0.04 -0.22 -0.53
C -0.19 0.25 0.17
C -0.72 0.34 -0.58
Cl 0.02 -0.02 0.34
S 0.52 -0.20 0.01
C -0.65 0.13 0.35
C 0.57 -0.16 0.07
C -0.66 -0.05 0.07
Cl -0.12 0.01 -0.05
C 0.54 0.58 0.23
H -0.55 0.62 -0.09
H 0.12 0.69 0.06
H 0.18 -0.03 0.27
H 0.05 0.18 0.08
H 0.02 0.05 -0.07
H 0.00 0.14 0.41
H -0.10 0.07 0.02
H 0.14 -0.08 -0.13
H 0.34 -0.04 0.68
H -0.01 -0.31 -0.03
H 0.05 -0.02 -0.22
H 0.02 0.02 -0.06
H 0.18 -0.38 -0.04
O -0.20 0.44 -0.44
C -0.22 0.35 0.26
N 0.12 -0.12 0.05
C -0.22 0.02 -0.14
O -0.09 -0.10 -0.12
C -0.45 -0.67 -0.53
C 0.07 0.67 0.63
C -0.39 -0.52 -0.48
C 0.08 -0.09 -0.03
N 0.08 -0.19 -0.21
C 0.10 0.43 -0.55
H 0.00 -0.41 0.03
H 0.50 -0.15 -0.08
H -0.01 -0.21 0.12
H -0.21 0.18 -0.02
H 0.15 0.08 0.04
H 0.53 0.07 0.51
H 0.02 -0.04 0.02
H 0.19 0.07 0.69
C -0.25 0.22 0.08
C -0.86 -0.57 -0.18
C 1.28 0.26 0.59
C -1.11 -0.46 0.49
O 0.79 0.66 0.01
H 0.08 -0.33 -0.10
H 0.17 0.28 0.14
H 0.00 -0.01 0.05
H -0.43 -0.40 0.06
H 0.07 -0.16 -0.12
H -0.05 -0.10 -0.10
H 0.41 0.56 0.16
H -0.31 0.29 -0.45
H 0.81 -0.14 -0.56

The records above yield electronic energy values of -71648.098 -214505.033 eV, respectively.
The records above yield strongest force on any atom values of 0.061 0.034 hartree/bohr, respectively.